29
Properties=species:S:1:pos:R:3 method="wB97M-V/def2-TZVPD" smiles="COC1=C(Br)[N@H+](C)[C@@H](C(C)C)C1" charge=+1 e_above_lowest_ev=2.398 molar_mass_g_mol=235.145 orbital_gap_ha="0.297 / 0.297" total_energy_ha=-3056.73854
C -0.02 -2.76 2.52
O -0.78 -2.47 1.31
C -0.33 -1.55 0.46
C -1.41 -0.93 -0.65
Br -2.75 -2.13 -1.36
N -0.47 -0.16 -1.52
C 0.30 -0.92 -2.55
C 0.54 0.48 -0.50
C -0.19 1.65 0.34
C 0.86 2.15 1.27
C -0.99 2.73 -0.56
C 0.86 -0.79 0.35
H -0.07 -3.82 2.53
H -0.60 -2.24 3.25
H 0.94 -2.45 2.27
H -0.95 0.58 -1.98
H 0.37 -0.45 -3.58
H 1.32 -1.10 -2.15
H -0.14 -1.92 -2.67
H 1.35 1.03 -1.01
H -1.01 1.20 0.94
H 1.85 2.07 0.70
H 1.06 1.50 2.05
H 0.75 3.10 1.68
H -0.30 3.40 -1.15
H -1.58 3.29 0.19
H -1.57 2.11 -1.32
H 1.25 -0.31 1.29
H 1.70 -1.29 -0.15